{
  "formula": "C14H30O2",
  "method": "ωB97M-V/def2-TZVPD",
  "energy_ev": -19087.6783,
  "smiles": "CC(C)(CO)CCCCCCC(C)(C)CO",
  "homo_lumo_gap_ev": 9.94,
  "largest_force_ha_per_bohr": 0.250,
  "homo_energy_ha": -0.3427,
  "elements": ["C", "C", "C", "C", "O", "C", "C", "C", "C", "C", "C", "C", "C", "C", "C", "O", "H", "H", "H", "H", "H", "H", "H", "H", "H", "H", "H", "H", "H", "H", "H", "H", "H", "H", "H", "H", "H", "H", "H", "H", "H", "H", "H", "H", "H", "H"],
  "xyz": [[-4.72, -0.29, -0.35], [-3.37, -0.44, 0.07], [-3.61, -0.22, 1.79], [-2.64, -1.65, -0.08], [-2.48, -1.62, -1.42], [-2.62, 0.92, -0.47], [-1.21, 1.00, 0.20], [-0.45, 2.11, -0.49], [0.93, 2.42, -0.04], [2.02, 1.47, -0.67], [2.21, 0.40, 0.62], [2.99, -0.80, 0.12], [3.33, -1.65, 1.49], [2.14, -1.64, -0.85], [4.24, -0.60, -0.86], [5.20, 0.30, -0.01], [-5.12, 0.66, -0.33], [-5.24, -0.96, -0.01], [-4.62, -0.55, -1.52], [-4.25, -1.08, 2.29], [-2.62, -0.14, 2.12], [-4.11, 0.82, 1.89], [-3.31, -2.61, 0.11], [-1.73, -1.58, 0.55], [-1.95, -1.01, -1.85], [-3.23, 1.91, -0.10], [-2.51, 0.84, -1.45], [-1.17, 1.05, 1.19], [-0.65, 0.01, -0.23], [-0.98, 3.08, -0.08], [-0.68, 2.28, -1.39], [1.29, 3.47, -0.52], [0.91, 2.68, 1.06], [2.87, 1.82, -1.13], [1.46, 0.87, -1.19], [2.77, 0.85, 1.19], [1.19, 0.12, 1.13], [3.83, -2.49, 0.80], [4.22, -1.11, 1.87], [2.55, -2.06, 1.95], [1.12, -2.12, -0.17], [1.85, -1.33, -1.66], [2.64, -2.60, -1.14], [3.96, -0.18, -1.69], [4.87, -1.29, -0.90], [4.70, 0.96, 0.15]]
}

=====

{
  "formula": "C14H31BrGaN2O4",
  "method": "ωB97M-V/def2-TZVPD",
  "energy_ev": -148610.7386,
  "total_charge": -1,
  "homo_lumo_gap_ev": 7.27,
  "largest_force_ha_per_bohr": 0.027,
  "homo_energy_ha": -0.1801,
  "elements": ["C", "C", "C", "O", "O", "C", "C", "Ga", "C", "C", "C", "Br", "H", "H", "H", "H", "H", "H", "H", "H", "H", "H", "H", "H", "H", "H", "H", "H", "H", "C", "C", "O", "N", "C", "H", "H", "H", "H", "H", "H", "H", "C", "C", "O", "N", "C", "H", "H", "H", "H", "H", "H", "H"],
  "xyz": [[-0.77, 2.11, 1.31], [-0.06, 3.47, 1.16], [0.05, 3.97, -0.26], [0.44, 5.09, -0.52], [-0.28, 3.06, -1.20], [0.82, 2.55, -2.02], [2.05, 2.14, -1.27], [3.43, 1.42, -2.63], [2.91, -0.50, -3.18], [3.38, -1.66, -2.28], [4.20, -1.28, -1.06], [1.84, -2.78, -1.74], [-1.34, 2.10, 2.24], [-1.46, 1.92, 0.49], [-0.03, 1.31, 1.30], [0.95, 3.34, 1.52], [-0.54, 4.25, 1.76], [0.41, 1.66, -2.49], [1.07, 3.23, -2.83], [1.83, 1.36, -0.53], [2.54, 2.98, -0.77], [3.33, 2.37, -3.94], [4.88, 1.56, -1.93], [1.83, -0.52, -3.22], [3.30, -0.67, -4.18], [4.01, -2.30, -2.89], [4.38, -2.18, -0.46], [5.17, -0.92, -1.39], [3.69, -0.55, -0.43], [0.73, -2.70, 2.83], [0.32, -1.69, 1.79], [0.60, -0.50, 1.89], [-0.38, -2.13, 0.72], [-0.84, -3.47, 0.43], [1.28, -2.18, 3.61], [-0.15, -3.18, 3.27], [1.37, -3.46, 2.39], [-0.61, -1.41, 0.05], [-0.43, -3.82, -0.52], [-1.93, -3.44, 0.35], [-0.56, -4.17, 1.21], [-4.37, -1.84, 1.53], [-3.82, -1.03, 0.37], [-3.24, -1.55, -0.57], [-3.98, 0.31, 0.42], [-4.61, 1.11, 1.45], [-4.16, -2.89, 1.34], [-3.89, -1.55, 2.46], [-5.44, -1.71, 1.61], [-3.58, 0.79, -0.37], [-5.44, 1.67, 1.03], [-3.89, 1.81, 1.87], [-4.99, 0.48, 2.25]]
}

=====

{
  "formula": "C14H31Cl8N",
  "method": "ωB97M-V/def2-TZVPD",
  "energy_ev": -116682.8293,
  "smiles": "CCN(CC)CC.ClCCCl.ClCCCl.ClCCCl.ClCCCl",
  "homo_lumo_gap_ev": 8.53,
  "largest_force_ha_per_bohr": 0.200,
  "homo_energy_ha": -0.2972,
  "elements": ["C", "C", "N", "C", "C", "C", "C", "H", "H", "H", "H", "H", "H", "H", "H", "H", "H", "H", "H", "H", "H", "H", "Cl", "C", "C", "Cl", "H", "H", "H", "H", "Cl", "C", "C", "Cl", "H", "H", "H", "H", "Cl", "C", "C", "Cl", "H", "H", "H", "H", "Cl", "C", "C", "Cl", "H", "H", "H", "H"],
  "xyz": [[8.26, 30.34, 28.34], [7.17, 30.86, 29.37], [6.34, 29.73, 29.89], [5.72, 29.95, 31.23], [5.19, 31.24, 31.36], [5.36, 29.16, 29.03], [4.99, 27.74, 29.26], [9.07, 29.99, 29.00], [8.57, 31.25, 27.73], [8.04, 29.55, 27.59], [6.55, 31.60, 28.80], [7.57, 31.45, 30.13], [6.49, 29.98, 31.80], [5.44, 29.04, 31.63], [5.30, 32.33, 30.97], [5.67, 31.46, 32.34], [4.12, 30.98, 31.39], [5.70, 29.08, 27.96], [4.73, 29.86, 28.97], [4.40, 27.56, 30.11], [5.90, 27.22, 29.31], [4.46, 27.35, 28.49], [11.06, 29.85, 36.19], [11.84, 28.65, 35.17], [11.52, 27.22, 35.62], [12.31, 26.02, 34.50], [12.99, 28.82, 35.10], [11.71, 28.71, 34.20], [10.56, 26.79, 35.69], [11.93, 26.94, 36.48], [8.53, 25.42, 31.60], [8.24, 27.13, 31.21], [8.89, 28.06, 32.19], [8.23, 27.90, 33.86], [7.16, 27.48, 30.97], [8.76, 27.27, 30.26], [8.95, 29.14, 32.03], [9.82, 28.01, 32.28], [9.33, 27.35, 26.20], [10.09, 26.05, 27.21], [9.37, 24.80, 26.86], [9.98, 23.44, 27.87], [10.01, 26.26, 28.10], [11.07, 26.04, 26.92], [9.55, 24.47, 25.77], [8.32, 24.96, 27.12], [10.73, 31.81, 33.52], [10.86, 32.65, 31.99], [11.14, 31.72, 30.74], [10.95, 32.77, 29.22], [11.75, 33.52, 31.91], [9.98, 33.26, 31.52], [10.34, 31.06, 30.71], [12.18, 31.45, 30.58]]
}

=====

{
  "formula": "C14H31ClNO3S",
  "method": "ωB97M-V/def2-TZVPD",
  "energy_ev": -46002.9282,
  "total_charge": 1,
  "homo_lumo_gap_ev": 8.71,
  "largest_force_ha_per_bohr": 0.023,
  "homo_energy_ha": -0.4116,
  "elements": ["C", "O", "C", "C", "C", "C", "C", "S", "C", "C", "C", "Cl", "C", "O", "C", "H", "H", "H", "H", "H", "H", "H", "H", "H", "H", "H", "H", "H", "H", "H", "H", "H", "H", "H", "H", "H", "H", "H", "H", "C", "O", "N", "C", "C", "H", "H", "H", "H", "H", "H", "H"],
  "xyz": [[1.06, -0.51, 0.85], [0.53, 0.78, 0.61], [1.20, 1.57, -0.36], [0.64, 1.40, -1.76], [1.04, 0.11, -2.50], [-0.14, -0.53, -3.23], [-0.85, -1.59, -2.37], [-2.26, -1.00, -1.38], [-3.51, -2.31, -1.49], [-3.51, -3.15, -0.24], [-2.25, -4.01, -0.09], [-1.78, -4.09, 1.63], [-3.07, 0.42, -2.22], [-3.87, 1.13, -1.33], [-3.29, 1.50, -0.07], [0.38, -1.27, 0.43], [1.17, -0.70, 1.91], [2.03, -0.66, 0.39], [1.05, 2.60, -0.08], [2.28, 1.40, -0.35], [-0.45, 1.45, -1.71], [0.95, 2.25, -2.35], [1.53, -0.61, -1.87], [1.76, 0.37, -3.27], [-0.80, 0.22, -3.63], [0.25, -1.07, -4.09], [-0.15, -1.98, -1.64], [-1.18, -2.41, -2.99], [-4.48, -1.85, -1.67], [-3.28, -2.89, -2.38], [-3.55, -2.49, 0.62], [-4.38, -3.80, -0.23], [-2.39, -5.02, -0.44], [-1.39, -3.60, -0.60], [-3.74, 0.00, -2.95], [-2.34, 1.08, -2.67], [-2.24, 1.75, -0.14], [-3.47, 0.73, 0.67], [-3.82, 2.38, 0.27], [4.81, 1.48, 2.56], [4.45, 0.99, 1.50], [3.97, 1.99, 3.48], [4.43, 2.56, 4.73], [2.55, 1.95, 3.18], [5.87, 1.54, 2.85], [4.01, 2.01, 5.57], [4.13, 3.61, 4.80], [5.51, 2.51, 4.79], [2.26, 0.91, 3.02], [2.37, 2.49, 2.25], [1.97, 2.38, 3.98]]
}

=====

{
  "formula": "C14H31F6ReS3Sb2Se2",
  "method": "ωB97M-V/def2-TZVPD",
  "multiplicity": 3,
  "energy_ev": -209716.3345,
  "total_charge": 2,
  "homo_lumo_gap_ev": [6.14, 5.97],
  "s2": 2.026,
  "largest_force_ha_per_bohr": 0.002,
  "homo_energy_ha": [-0.5493, -0.5507],
  "elements": ["Re", "C", "Se", "C", "C", "Se", "C", "H", "H", "H", "H", "H", "H", "H", "H", "H", "H", "S", "C", "S", "S", "C", "C", "C", "Sb", "C", "C", "C", "C", "C", "C", "H", "H", "H", "H", "H", "H", "H", "H", "H", "H", "H", "H", "H", "H", "H", "H", "H", "H", "H", "H", "H", "F", "Sb", "F", "F", "F", "F", "F"],
  "xyz": [[0.11, -0.60, 0.63], [-0.46, 1.95, 3.32], [-0.46, 0.01, 3.15], [1.26, -0.32, 4.02], [2.44, 0.03, 3.16], [2.42, -1.09, 1.55], [3.74, -0.13, 0.50], [-0.60, 2.16, 4.37], [-1.30, 2.31, 2.74], [0.47, 2.37, 2.95], [1.26, -1.37, 4.32], [1.25, 0.28, 4.93], [3.38, -0.19, 3.66], [2.44, 1.07, 2.83], [4.71, -0.35, 0.94], [3.52, 0.93, 0.54], [3.69, -0.51, -0.52], [1.40, 2.27, -2.65], [1.03, 1.23, -1.52], [0.77, -0.52, -1.62], [0.72, 1.54, 0.22], [-2.07, -2.91, -2.26], [-0.67, -3.49, -2.22], [-0.60, -4.95, -2.68], [0.14, -3.29, -0.23], [-1.18, -4.12, 1.26], [-1.73, -5.48, 0.83], [-0.45, -4.16, 2.60], [2.07, -4.24, -0.13], [2.93, -3.77, -1.29], [1.92, -5.76, -0.08], [-2.47, -3.01, -3.27], [-2.09, -1.85, -2.01], [-2.76, -3.44, -1.59], [0.01, -2.89, -2.84], [-1.17, -5.62, -2.04], [0.42, -5.32, -2.76], [-1.03, -5.00, -3.68], [-2.00, -3.40, 1.31], [-0.94, -6.22, 0.68], [-2.33, -5.41, -0.08], [-2.38, -5.85, 1.62], [0.41, -4.84, 2.58], [-1.13, -4.52, 3.37], [-0.09, -3.17, 2.91], [2.49, -3.90, 0.82], [2.52, -4.08, -2.25], [3.93, -4.21, -1.21], [3.04, -2.68, -1.32], [1.44, -6.16, -0.97], [1.37, -6.10, 0.79], [2.92, -6.21, -0.02], [-1.78, -1.15, 0.60], [-3.71, 0.01, 0.42], [-3.94, -0.74, 2.11], [-4.29, -1.58, -0.34], [-5.21, 1.07, 0.28], [-2.83, 0.45, -1.17], [-2.57, 1.27, 1.25]]
}